DFT (ωB97M-V with the def2-TZVPD basis set) results for a molecular structure, C12H27HgN3O2Ta at a distorted geometry.

Calculated values
2S+1: 2
Electronic energy in eV: -27156.404
Expectation value of S²: 0.8152
Largest force on an atom in eV/Å: 4.42
Charge: +2
Kohn-Sham gap (alpha / beta) in eV: 7.9 / 5.5

CARTESIAN COORDINATES (ANGSTROEM)
N  1.502  -0.624  -1.386
C  1.334  -2.057  -1.553
C  -1.890  2.136  -0.980
C  -2.277  -0.318  -0.949
H  2.938  -1.668  -3.765
H  -3.920  1.673  -1.701
Hg  2.764  2.667  2.179
Ta  0.239  0.016  0.029
H  -2.944  3.505  0.303
H  -1.317  -2.221  2.594
O  0.209  3.429  2.495
H  -0.377  2.891  -2.352
H  -0.010  -1.139  3.319
H  0.726  -2.560  -0.786
H  1.333  0.691  -4.559
N  -1.342  0.797  -0.793
C  -3.011  2.202  -2.045
C  -0.779  3.100  -1.355
O  -0.042  -1.176  1.373
H  -1.239  4.089  -1.414
H  0.402  -2.766  2.567
N  0.511  1.688  0.939
H  -3.289  1.751  0.648
H  3.808  -0.199  -3.919
C  0.758  2.767  1.669
C  0.978  0.101  -3.687
H  3.981  -1.068  -2.440
H  1.718  2.092  -1.972
C  3.219  -0.789  -3.195
H  3.315  1.342  -1.430
C  2.566  1.433  -2.231
H  -2.530  -0.542  -1.989
H  -2.648  1.831  -3.017
C  -2.526  2.492  0.373
H  0.709  -0.904  -4.063
C  2.078  0.047  -2.602
H  3.060  1.853  -3.134
H  -0.003  3.241  -0.598
H  -3.263  3.273  -2.128
H  0.064  0.577  -3.280
H  -1.795  2.488  1.179
C  -0.266  -1.885  2.539
H  -3.223  -0.033  -0.490
H  0.870  -2.424  -2.513
H  2.309  -2.532  -1.524
H  -1.977  -1.249  -0.478

Results of the Mulliken charge analysis, in e, for atoms 1 through 5: atom 1 (N): 0.2899, atom 2 (C): -0.8774, atom 3 (C): 0.8258, atom 4 (C): -1.1315, atom 5 (H): 0.4070